No. 1
48
Properties=species:S:1:pos:R:3 method="wB97M-V/def2-TZVPD" e_tot_ev=-42789.793 charge=+1 homo_energy_ev=-12.604 homo_lumo_gap_ev=4.55
C -3.049 2.412 2.358
C -2.051 1.801 3.336
C -1.133 0.796 2.655
C -0.242 0.018 3.631
C 1.190 -0.149 3.135
C 1.261 -0.920 1.820
C 2.478 -0.560 0.968
C 2.509 -1.081 -0.420
Al 1.016 -0.055 -1.592
C 1.126 -1.456 -3.123
C -0.285 -1.574 -3.633
O -0.920 -2.649 -2.987
C -1.509 -2.414 -1.770
C -2.636 -1.447 -1.747
O -1.129 -3.055 -0.826
C 1.699 1.717 -2.220
S 0.308 2.562 -2.817
O -0.654 1.535 -3.165
O -0.031 3.659 -1.957
H -3.864 1.712 2.176
H -3.454 3.354 2.711
H -2.569 2.577 1.392
H -2.585 1.284 4.133
H -1.434 2.588 3.771
H -0.503 1.328 1.935
H -1.744 0.099 2.077
H -0.211 0.534 4.590
H -0.660 -0.972 3.817
H 1.802 -0.647 3.887
H 1.627 0.845 3.003
H 1.317 -1.988 2.037
H 0.361 -0.754 1.233
H 2.708 0.507 1.019
H 3.376 -1.080 1.423
H 3.425 -0.842 -0.978
H 2.157 -2.137 -0.502
H -0.337 -0.020 -0.805
H 1.451 -2.397 -2.682
H 1.870 -1.096 -3.831
H -0.188 -1.848 -4.691
H -0.862 -0.649 -3.603
H -2.607 -0.711 -2.543
H -3.562 -2.012 -1.848
H -2.633 -0.933 -0.791
H 2.417 1.596 -3.030
H 2.139 2.295 -1.410
H 0.752 3.066 -3.986
Pt 3.862 -2.838 -0.150

No. 2
16
Properties=species:S:1:pos:R:3 method="wB97M-V/def2-TZVPD" e_tot_ev=-8760.859 charge=0 homo_energy_ev=-7.265 e_above_lowest_ev=3.666 homo_lumo_gap_ev=7.73
C 0.570 2.284 0.196
N -0.833 -0.498 -0.876
N 0.314 -0.767 -1.627
H -1.625 0.039 -1.227
H 1.140 -0.688 -1.027
H 0.434 -0.080 -2.369
H 1.279 2.300 -0.633
H 0.711 3.158 0.832
H -0.452 2.283 -0.185
C -0.968 -1.045 0.396
C -0.535 -2.280 0.747
C 0.864 1.020 1.129
N 1.554 0.438 1.860
H -1.849 -0.657 0.902
H 0.315 -2.733 0.252
H -0.920 -2.773 1.631

No. 3
43
Properties=species:S:1:pos:R:3 method="wB97M-V/def2-TZVPD" e_tot_ev=-30129.686 charge=0 homo_energy_ev=-8.204 e_above_lowest_ev=6.135 homo_lumo_gap_ev=8.10
O 2.763 -1.551 -3.229
O 5.000 -0.825 1.478
O -1.908 -0.954 2.630
O -3.849 0.847 1.324
O -0.984 1.023 -2.508
C 3.068 -1.433 -2.108
C 4.328 -1.128 0.472
C 0.803 -0.830 -1.311
C 2.201 -1.051 -0.959
C -0.629 -0.703 0.685
C -1.785 -0.328 1.385
C -2.701 0.482 0.766
C -1.283 0.633 -1.232
C -0.364 -0.336 -0.577
C -2.480 0.940 -0.598
N 2.946 -0.810 0.241
N 4.434 -1.732 -1.996
C -1.495 -0.235 3.730
C -4.912 -0.013 1.474
C -0.020 2.090 -2.464
C -3.600 1.741 -1.352
C 2.309 -0.034 1.295
C 5.229 -1.377 -0.793
H 0.521 -1.080 -2.356
H -0.020 -1.382 1.119
H 4.868 -1.954 -2.806
H -2.115 0.652 3.813
H -1.431 -0.833 4.711
H -0.449 0.074 3.581
H -5.544 0.041 0.640
H -4.509 -1.016 1.609
H -5.650 0.063 2.296
H -0.624 2.954 -2.295
H 0.649 1.969 -1.643
H 0.574 2.199 -3.434
H -3.660 2.809 -1.159
H -3.514 1.710 -2.421
H -4.512 1.170 -1.179
H 3.020 0.732 1.635
H 1.542 0.649 0.859
H 1.925 -0.517 2.221
H 5.819 -0.556 -1.042
H 6.037 -2.098 -0.505

Repeat the third record exactly.
43
Properties=species:S:1:pos:R:3 method="wB97M-V/def2-TZVPD" e_tot_ev=-30129.686 charge=0 homo_energy_ev=-8.204 e_above_lowest_ev=6.135 homo_lumo_gap_ev=8.10
O 2.763 -1.551 -3.229
O 5.000 -0.825 1.478
O -1.908 -0.954 2.630
O -3.849 0.847 1.324
O -0.984 1.023 -2.508
C 3.068 -1.433 -2.108
C 4.328 -1.128 0.472
C 0.803 -0.830 -1.311
C 2.201 -1.051 -0.959
C -0.629 -0.703 0.685
C -1.785 -0.328 1.385
C -2.701 0.482 0.766
C -1.283 0.633 -1.232
C -0.364 -0.336 -0.577
C -2.480 0.940 -0.598
N 2.946 -0.810 0.241
N 4.434 -1.732 -1.996
C -1.495 -0.235 3.730
C -4.912 -0.013 1.474
C -0.020 2.090 -2.464
C -3.600 1.741 -1.352
C 2.309 -0.034 1.295
C 5.229 -1.377 -0.793
H 0.521 -1.080 -2.356
H -0.020 -1.382 1.119
H 4.868 -1.954 -2.806
H -2.115 0.652 3.813
H -1.431 -0.833 4.711
H -0.449 0.074 3.581
H -5.544 0.041 0.640
H -4.509 -1.016 1.609
H -5.650 0.063 2.296
H -0.624 2.954 -2.295
H 0.649 1.969 -1.643
H 0.574 2.199 -3.434
H -3.660 2.809 -1.159
H -3.514 1.710 -2.421
H -4.512 1.170 -1.179
H 3.020 0.732 1.635
H 1.542 0.649 0.859
H 1.925 -0.517 2.221
H 5.819 -0.556 -1.042
H 6.037 -2.098 -0.505